# 1
{"formula": "C6H8S2", "method": "the ωB97M-V functional and the def2-TZVPD basis", "elements": ["S", "C", "C", "C", "C", "C", "S", "C", "H", "H", "H", "H", "H", "H", "H", "H"], "coordinates": [[-3.43015, -0.05936, 0.00946], [-1.90484, 0.08956, 0.40856], [-0.83198, -0.17243, -0.46663], [0.49188, 0.73966, -0.62328], [1.41538, 1.64896, -0.03773], [2.69539, 0.71425, 0.30018], [2.07380, -1.28555, -0.04089], [0.38860, -0.47290, 0.31694], [-1.61623, 0.47779, 1.48986], [-0.85488, -0.91799, -1.28754], [0.75170, 0.58816, -1.64398], [1.22295, 2.05390, 0.79625], [1.62948, 2.51783, -0.68170], [3.54280, 0.95845, -0.29916], [3.13492, 0.81486, 1.27178], [0.36438, -0.25695, 1.46927]], "fmax_ev_per_a": 7.41, "relative_energy_kcal_mol": 124.1, "e_lumo_ev": -0.340, "orbital_gap_ev": 8.156, "smiles": "S=C[C@H]1[C@H]2CCS[C@H]12"}

# 2
{"formula": "C3H2Br2O2", "method": "the ωB97M-V functional and the def2-TZVPD basis", "elements": ["Br", "C", "C", "C", "Br", "O", "O", "H", "H"], "coordinates": [[2.20940, -0.78658, 1.97554], [0.76254, -0.41401, 0.83683], [0.75933, -0.35899, -0.48232], [-0.94674, 0.35067, -0.66637], [-0.77531, 2.12218, -1.38921], [-1.40529, 0.25352, 0.62256], [-0.27500, 0.15993, 1.51838], [1.23295, -0.90558, -1.27069], [-1.56189, -0.42113, -1.14472]], "fmax_ev_per_a": 4.60, "relative_energy_kcal_mol": 105.7, "e_lumo_ev": 0.258, "orbital_gap_ev": 9.918, "smiles": "BrC1=C[C@H](Br)OO1"}

# 3
{"formula": "C29H43N5O4S", "method": "the ωB97M-V functional and the def2-TZVPD basis", "elements": ["C", "C", "C", "C", "C", "C", "C", "O", "C", "C", "O", "S", "O", "O", "H", "H", "H", "H", "H", "H", "H", "H", "H", "H", "H", "H", "H", "H", "H", "H", "H", "H", "C", "C", "C", "N", "C", "H", "H", "H", "H", "H", "C", "C", "C", "N", "C", "H", "H", "H", "H", "H", "C", "C", "C", "N", "C", "H", "H", "H", "H", "H", "C", "C", "C", "N", "C", "H", "H", "H", "H", "H", "C", "C", "C", "N", "C", "H", "H", "H", "H", "H"], "coordinates": [[-3.77527, -2.38123, -1.54529], [-3.38182, -1.38185, -0.42389], [-2.40443, -0.24436, -0.84149], [-1.47425, 0.15645, 0.36764], [-2.28650, 0.78111, 1.53700], [-1.93475, 2.27634, 1.77869], [-1.99139, 3.15439, 0.49634], [-0.82372, 4.00489, 0.54607], [-0.56824, -1.04438, 0.76913], [0.38188, -1.34901, -0.42182], [-0.30099, -1.84284, -1.59264], [-1.26411, -0.64928, -2.19298], [-0.42554, 0.57441, -2.41230], [-1.89680, -0.99584, -3.47153], [-2.90814, -2.84373, -2.04546], [-4.37737, -1.92996, -2.34765], [-4.36926, -3.18738, -1.08432], [-4.31706, -0.88339, -0.11290], [-3.05466, -1.96814, 0.44448], [-3.01202, 0.64813, -1.06627], [-0.76785, 0.93561, 0.02343], [-2.03901, 0.22559, 2.45684], [-3.36799, 0.74260, 1.32195], [-0.93326, 2.38473, 2.21963], [-2.66457, 2.69817, 2.49098], [-2.86990, 3.81393, 0.44691], [-1.92369, 2.57657, -0.44161], [-0.37238, 3.97378, -0.29506], [-1.11998, -1.91271, 1.15147], [0.08522, -0.70379, 1.59512], [1.09483, -2.11654, -0.08463], [0.95604, -0.43322, -0.63155], [4.31359, -2.11375, 3.62831], [4.35207, -2.30587, 2.22362], [3.58069, -1.32407, 1.65651], [3.07674, -0.54863, 2.66617], [3.52227, -1.02002, 3.87058], [4.81074, -2.70860, 4.37684], [4.88454, -3.07552, 1.68931], [3.34922, -1.11117, 0.62586], [2.47529, 0.24454, 2.54256], [3.23813, -0.53966, 4.79192], [-4.19519, 3.38741, -4.56121], [-4.24994, 2.39950, -5.57654], [-3.28870, 1.46296, -5.28793], [-2.65417, 1.85026, -4.14177], [-3.20178, 3.01902, -3.68873], [-4.81268, 4.26710, -4.47850], [-4.91807, 2.37613, -6.42187], [-3.00331, 0.55754, -5.79796], [-1.89848, 1.35082, -3.69647], [-2.83823, 3.48793, -2.78868], [4.23720, 3.55979, 1.66177], [3.80054, 4.35553, 2.75093], [2.43679, 4.47299, 2.65111], [2.03471, 3.78215, 1.54220], [3.12447, 3.21864, 0.93494], [5.25035, 3.26953, 1.43635], [4.41525, 4.79241, 3.52081], [1.72160, 4.98733, 3.27091], [1.08270, 3.69926, 1.22241], [3.01537, 2.62669, 0.04069], [1.76530, -3.88729, 5.60623], [2.05684, -3.47320, 6.93131], [1.58894, -4.44614, 7.77708], [1.02293, -5.42933, 7.01259], [1.12957, -5.09962, 5.68832], [1.99703, -3.35716, 4.69695], [2.55424, -2.56514, 7.23133], [1.60943, -4.52281, 8.85121], [0.59615, -6.26349, 7.36795], [0.74526, -5.75265, 4.92281], [1.06641, -0.94712, -7.49177], [1.93436, -1.31807, -6.43401], [1.41485, -0.79367, -5.27718], [0.27129, -0.11872, -5.59748], [0.04759, -0.20987, -6.94279], [1.17465, -1.19283, -8.53563], [2.83641, -1.90308, -6.51083], [1.75993, -0.84219, -4.25785], [-0.31296, 0.36648, -4.94379], [-0.81293, 0.25661, -7.39285]], "fmax_ev_per_a": 4.14, "e_lumo_ev": 0.245, "orbital_gap_ev": 8.144, "smiles": "CC[C@H]1[C@@H](CCCO)CCOS1(=O)=O.c1cc[nH]c1.c1cc[nH]c1.c1cc[nH]c1.c1cc[nH]c1.c1cc[nH]c1"}

# 4
{"formula": "CH4F2N2", "method": "the ωB97M-V functional and the def2-TZVPD basis", "elements": ["N", "C", "N", "F", "F", "H", "H", "H", "H"], "coordinates": [[0.34612, 1.04183, 0.30143], [-0.16240, -0.11619, 0.77304], [-0.25200, -1.14896, -0.22595], [-1.22034, 0.09704, 1.55973], [0.86128, -0.68170, 1.69926], [1.14393, 1.16098, -0.28287], [0.37602, 1.66883, 1.00730], [-0.25083, -2.02101, 0.18027], [-1.16680, -0.86706, -0.57543]], "fmax_ev_per_a": 5.22, "relative_energy_kcal_mol": 11.4, "e_lumo_ev": 1.051, "orbital_gap_ev": 11.799, "smiles": "NC(N)(F)F"}

# 5
{"formula": "C5H9BaO3", "method": "the ωB97M-V functional and the def2-TZVPD basis", "elements": ["H", "O", "O", "O", "C", "C", "C", "C", "C", "H", "H", "H", "H", "H", "H", "H", "H", "Ba"], "coordinates": [[-1.53293, -0.08946, 0.73485], [-0.90261, 0.38160, -0.91350], [0.81507, -0.03922, 0.48595], [-0.06506, 2.06427, 0.30922], [-2.03318, -0.36306, -0.54079], [1.98437, 0.38233, 0.72634], [-2.30457, -1.53588, -1.40277], [3.00327, -0.53000, 1.17704], [-0.27630, 0.85797, 0.19114], [-2.88382, 0.31151, -0.40138], [2.20552, 1.42266, 0.44901], [-2.37226, -2.41850, -0.75065], [-3.28199, -1.40114, -1.88862], [-1.53760, -1.67007, -2.17257], [3.86398, -0.39450, 0.49561], [3.37080, -0.14991, 2.14726], [2.66904, -1.56831, 1.22826], [-0.72172, 4.73971, 0.12559]], "fmax_ev_per_a": 3.72, "relative_energy_kcal_mol": 28.1, "e_lumo_ev": [-12.591, -12.590], "orbital_gap_ev": [8.221, 8.222], "charge": 3}

# 6
{"formula": "C5H10N2O", "method": "the ωB97M-V functional and the def2-TZVPD basis", "elements": ["C", "C", "C", "C", "O", "N", "C", "N", "H", "H", "H", "H", "H", "H", "H", "H", "H", "H"], "coordinates": [[1.01054, 1.65789, 0.84202], [0.59814, 0.38809, 0.14725], [1.34012, -0.83558, 0.61986], [-0.08043, 0.45480, -1.04382], [-0.18112, 1.63162, -1.73523], [-0.70717, -0.60892, -1.61234], [-1.23180, -1.40268, -0.71030], [-2.06999, -1.09384, 0.30951], [2.08126, 1.84967, 0.71951], [0.80989, 1.58904, 1.91405], [0.48245, 2.52249, 0.44619], [1.22623, -1.67810, -0.05887], [2.40998, -0.62303, 0.70060], [0.99665, -1.14459, 1.61164], [-0.65960, 1.44547, -2.55324], [-1.23383, -2.46713, -0.94665], [-1.73353, -0.72411, 1.18387], [-3.05779, -0.96109, 0.16594]], "fmax_ev_per_a": 3.34, "relative_energy_kcal_mol": 62.4, "e_lumo_ev": [0.223, 0.223], "orbital_gap_ev": [7.760, 7.759], "smiles": "CC(C)=C(O)/N=C\\N"}

# 7
{"formula": "C2HBrN2O2", "method": "the ωB97M-V functional and the def2-TZVPD basis", "elements": ["C", "C", "N", "N", "O", "O", "Br", "H"], "coordinates": [[1.17475, 0.72283, -0.08793], [1.08218, -0.49225, -0.51398], [1.08842, 1.83250, 0.34386], [-1.68734, 0.06701, 0.42587], [-2.29117, 0.26666, -0.58411], [-1.91237, 0.22593, 1.53396], [1.60140, -1.99539, 0.42801], [0.94413, -0.62729, -1.54568]], "fmax_ev_per_a": 7.35, "relative_energy_kcal_mol": 111.4, "e_lumo_ev": [-1.576, -1.985], "orbital_gap_ev": [7.928, 8.442]}

Number 2 is which compound? C3H2Br2O2